[1]
ORCA calculation (the ωB97M-V functional and the def2-TZVPD basis) on a structure of composition C29H35N2O4PRe.

Output
Orbital gap (alpha / beta): 5.5 / 5.9 eV
LUMO energy (alpha / beta): -8.71 / -8.38 eV

```
! wB97M-V def2-TZVPD RIJCOSX def2/J DEFGRID3
* xyz 2 2
Re -0.5208 0.2704 0.5355
C -3.1852 -3.4130 -1.4616
C -2.6996 -1.9958 -1.1850
C -2.5026 -1.1706 -2.4530
P -1.1074 -1.9492 -0.2416
C -1.1155 -3.1790 1.1356
C 0.2528 -3.1528 1.8086
C -2.2164 -2.7913 2.1211
C 0.2838 -2.2628 -1.3950
C 0.4444 -3.3193 -2.2699
C 1.5135 -3.3355 -3.1779
C 1.6742 -4.4175 -4.1797
C 2.4388 -2.2850 -3.1536
C 2.3162 -1.2440 -2.2655
C 1.2277 -1.2066 -1.3849
N 1.0205 -0.1755 -0.4956
C 2.0354 0.7676 -0.2288
C 3.1564 0.4010 0.5601
C 3.2630 -0.9751 1.1318
C 4.1492 1.3332 0.7764
C 4.0826 2.6256 0.2453
C 5.1619 3.6039 0.5196
C 2.9793 2.9589 -0.5440
C 1.9586 2.0630 -0.7955
C 0.8148 2.4315 -1.6927
H -4.1090 -3.3634 -2.0328
H -3.4033 -3.9511 -0.5432
H -2.4709 -3.9835 -2.0475
H -3.4270 -1.4873 -0.5411
H -1.8547 -1.6883 -3.1578
H -2.0602 -0.2002 -2.2072
H -3.4558 -0.9943 -2.9420
H -1.3055 -4.1677 0.7039
H 0.4391 -2.1540 2.2100
H 1.0502 -3.4121 1.1140
H 0.2809 -3.8581 2.6354
H -2.0817 -1.7558 2.4399
H -2.1569 -3.4271 3.0018
H -3.2129 -2.9025 1.6989
H -0.2424 -4.1533 -2.2678
H 0.9506 -5.2135 -4.0438
H 2.6806 -4.8316 -4.1335
H 1.5571 -4.0118 -5.1858
H 3.2619 -2.2940 -3.8543
H 3.0310 -0.4344 -2.2622
H 2.4492 -1.1661 1.8317
H 4.2051 -1.0900 1.6593
H 3.2146 -1.7259 0.3442
H 5.0060 1.0553 1.3709
H 6.1373 3.1196 0.5225
H 5.0276 4.0377 1.5137
H 5.1631 4.4156 -0.2031
H 2.9273 3.9411 -0.9858
H 1.1115 3.2472 -2.3468
H -0.0446 2.7780 -1.1135
H 0.5032 1.5903 -2.3132
O -0.8165 0.6399 2.6041
C -1.3510 1.6009 3.1899
C -2.1228 2.6313 2.5971
C -2.6080 3.6889 3.3860
C -3.3470 4.6906 2.8114
C -3.6511 4.6752 1.4420
C -3.2080 3.6462 0.6518
C -2.4152 2.5974 1.1856
O -1.9727 1.6697 0.4080
N -3.8275 5.7876 3.6598
O -4.4084 6.6805 3.1032
O -3.5925 5.6915 4.8365
H -1.2124 1.6518 4.2770
H -2.3975 3.7300 4.4464
H -4.2227 5.4930 1.0266
H -3.4403 3.6246 -0.4019
*
```



[2]
ORCA calculation (the ωB97M-V functional and the def2-TZVPD basis) on an isolated molecule of C3H5B.

Output
Relative energy (zero: lowest compared OMol25 entry of this formula, charge and spin): 32.3 kJ/mol
Orbital gap: 10.3 eV
LUMO energy: 0.84 eV

```
! wB97M-V def2-TZVPD RIJCOSX def2/J DEFGRID3
* xyz 0 1
B 0.3895 0.4228 0.8927
C -1.0845 0.4571 0.5123
C 0.8271 -0.1381 -0.6182
C -0.6919 -0.4169 -0.4375
H 1.3883 0.3506 1.8176
H -2.0613 0.6531 1.0044
H 1.0160 0.8143 -1.2796
H 1.4820 -0.9328 -1.0280
H -1.2652 -1.2101 -0.8638
*
```



[3]
ORCA calculation (the ωB97M-V functional and the def2-TZVPD basis) on a structure of composition C6H10S2.

Output
Relative energy (zero: lowest compared OMol25 entry of this formula, charge and spin): 316.5 kJ/mol
Orbital gap: 8.5 eV
LUMO energy: -0.10 eV

```
! wB97M-V def2-TZVPD RIJCOSX def2/J DEFGRID3
* xyz 0 1
C -0.2916 -2.1270 -0.3929
C 0.3397 -1.1527 0.5782
C -0.6039 0.0832 0.6834
C 0.4540 0.8146 -0.2232
C 0.5358 2.3560 -0.1011
C 1.4357 -0.1600 0.1129
H -1.2383 -2.4141 0.1799
H 0.3526 -3.0849 -0.8163
H -0.8946 -1.6495 -1.2330
H 0.3075 -1.7143 1.5043
H -0.5119 0.5056 1.7460
H -2.0025 -0.4522 -0.9095
H 0.1724 0.5552 -1.2646
H 0.9704 3.2758 -0.9976
H 0.8873 2.6107 0.9480
H -0.5100 2.6289 -0.0572
S -2.3945 0.1638 0.1287
S 2.9919 -0.2390 0.1141
*
```